This record from the Open Molecules 2025 dataset describes C5H10O4Pm as an isolated structure at a distorted geometry. The level of theory is ωB97M-V with the def2-TZVPD basis set.

The calculation puts the LUMO energy (spin up / spin down) at 0.147 / -0.237 eV. The energy relative to the best compared isomer or geometry (same formula, charge and spin) comes out at 11.1 kcal/mol. As for the spin multiplicity: 6. The HOMO energy (spin up / spin down) comes out at -5.295 / -5.388 eV.

XYZ file:
```
20
Properties=species:S:1:pos:R:3:forces:R:3
Pm -0.5769 -0.7104 -2.2432 1.60 0.15 -0.59
O -0.5372 1.6504 0.8105 0.39 0.08 -0.98
O -1.4351 1.0921 -1.1969 -3.08 0.11 2.67
O 1.1573 0.4272 -1.8446 -1.16 -1.47 -0.12
O -0.3441 -1.5218 0.0492 -0.23 -0.26 -0.12
C -0.3231 1.9665 -0.6856 1.36 0.66 0.69
C -0.5982 -0.7758 1.2397 -0.30 0.32 0.62
C 0.1569 0.5456 1.3467 0.22 0.20 -0.19
C 0.7806 -2.3817 0.1501 0.44 -0.08 0.16
C 0.9337 1.7591 -1.3955 -1.17 0.94 0.13
H -2.0559 1.0914 -0.3455 1.40 -0.13 -2.50
H 0.8903 -2.8916 -0.8154 0.05 0.01 0.22
H 1.6959 -1.8100 0.3635 -0.24 -0.13 -0.12
H 1.1446 0.4450 0.8673 -0.06 0.17 0.08
H -0.6698 3.0076 -0.7467 0.26 -0.40 0.13
H 0.6129 -3.1269 0.9416 0.01 0.13 -0.26
H -1.6779 -0.5724 1.2492 0.20 -0.10 0.06
H -0.3591 -1.4146 2.1033 -0.08 0.06 -0.21
H 0.9086 2.4567 -2.2629 0.34 -0.17 0.55
H 0.2966 0.7635 2.4152 0.04 -0.08 -0.22
```
Positions in Å, forces in eV/Å.